An isolated molecule of C4H8Cl2Si at a distorted geometry. Source: the OMol25 dataset; level of theory: ωB97M-V/def2-TZVPD.

Element x y z (Å)
1 C -1.95362 -1.62390 1.27300
2 C -0.97419 -0.58916 0.98119
3 C -0.32516 -0.39818 -0.13305
4 Si 0.76632 1.17698 -0.42503
5 C 2.24231 0.99113 -1.51887
6 Cl 1.41125 1.87934 1.40116
7 Cl -0.40472 2.59923 -1.23219
8 H -2.41492 -2.26745 0.55032
9 H -2.80736 -1.45279 1.92476
10 H -1.47141 -2.32061 1.85418
11 H -0.82316 0.05680 1.76936
12 H -0.58501 -0.94834 -0.96416
13 H 3.17762 0.49737 -1.33045
14 H 1.71749 0.40628 -2.31824
15 H 2.44455 1.99330 -1.83199

Cartesian forces (eV/Å) of the 2 atoms listed first:
-1.923 -0.770 0.137
-1.148 -0.302 -0.564

Properties
Calculated total energy in eV: -37202.4407
Energy relative to the best compared isomer or geometry (same formula, charge and spin) in eV: 0.482
Kohn-Sham gap in Eh: 0.395
Multiplicity: 1

***

A structure of composition C4H8Cl4F2MgNO4S2 at a distorted geometry. Source: the OMol25 dataset; level of theory: ωB97M-V/def2-TZVPD.

Element x y z (Å)
1 Mg 1.47886 -1.22164 3.50690
2 N 1.04295 -1.54692 1.76577
3 S 1.37375 -2.33628 0.43550
4 O 2.37907 -1.79507 -0.49183
5 O 0.43741 -3.32974 -0.07744
6 F 2.25611 -3.40881 1.24692
7 S -0.06409 -0.59985 0.78339
8 O -1.42115 -1.00438 0.73259
9 O 0.40615 0.21784 -0.32374
10 F -0.22221 0.54724 1.92672
11 Cl 2.65431 1.50504 1.66069
12 C 2.74704 2.47985 0.09469
13 C 3.05839 3.91150 0.47608
14 Cl 3.25211 5.01563 -0.92471
15 H 1.80166 2.24759 -0.39562
16 H 3.57029 2.13838 -0.53281
17 H 3.98071 3.96442 1.05456
18 H 2.19529 4.20999 1.07109
19 Cl -3.11032 0.35566 -2.66638
20 C -3.33205 -1.31559 -2.03419
21 C -4.29531 -1.45653 -0.86321
22 Cl -5.17961 -3.05033 -0.88863
23 H -2.34300 -1.67053 -1.74457
24 H -3.64573 -1.88212 -2.91097
25 H -5.07161 -0.71513 -1.05232
26 H -3.94900 -1.26020 0.15150

Cartesian forces (eV/Å) of the 2 atoms listed first:
0.371 0.760 0.723
-2.992 1.939 -3.617

Properties
Calculated total energy in eV: -96585.4610
Kohn-Sham gap in Eh: 0.129
Charge: +1
Multiplicity: 1

***

A cluster of 2 separate species, C4H8ClFN3O in total at a distorted geometry. Source: the OMol25 dataset; level of theory: ωB97M-V/def2-TZVPD.

Element x y z (Å)
1 C 0.48078 0.66872 0.49521
2 C -2.52271 0.49062 0.81697
3 C -2.65481 -0.31720 -0.23720
4 C 0.76508 -0.51528 -0.46754
5 N -0.23394 -1.36084 -0.55270
6 N 2.00527 -0.56359 -0.90207
7 N 2.96599 0.38648 -0.56476
8 O 0.09691 0.52330 1.67622
9 F -2.35276 0.13846 -1.41661
10 Cl 0.28169 2.21719 -0.25025
11 H -2.10960 1.51621 0.53673
12 H -2.64313 0.24264 1.87223
13 H -3.01957 -1.33226 -0.14371
14 H 0.03188 -2.23966 -1.01812
15 H 2.32828 -1.31461 -1.37647
16 H -0.33428 1.20352 2.21899
17 H 3.76577 -0.04978 -1.08573
18 H 3.14916 0.30607 0.39884

Cartesian forces (eV/Å) of the 2 atoms listed first:
-1.822 2.258 -1.671
0.726 1.387 -0.939

Properties
Calculated total energy in eV: -26023.6800
Energy relative to the best compared isomer or geometry (same formula, charge and spin) in eV: 4.763
Kohn-Sham gap in Eh: 0.243
Charge: +1
Multiplicity: 1

***

An isolated molecule of C4H8ClN at a distorted geometry. Source: the OMol25 dataset; level of theory: ωB97M-V/def2-TZVPD.

Element x y z (Å)
1 C -1.79337 -1.60233 -0.19101
2 C -0.86278 -0.49999 0.28704
3 Cl -0.76640 -0.47152 2.04845
4 C -0.12670 0.36635 -0.38280
5 C 0.86038 1.33329 0.07805
6 N 2.23170 1.06121 -0.39866
7 H -2.79028 -1.36053 0.05894
8 H -1.65418 -2.53913 0.34692
9 H -1.71022 -1.83573 -1.32963
10 H -0.20755 0.06882 -1.43097
11 H 0.80137 1.42310 1.19951
12 H 0.63965 2.36503 -0.27926
13 H 2.46879 0.11742 -0.14529
14 H 2.90958 1.57400 0.13872

Cartesian forces (eV/Å) of the 2 atoms listed first:
1.280 -0.309 -1.895
-0.134 -0.590 1.150

Properties
Calculated total energy in eV: -18289.4432
Energy relative to the best compared isomer or geometry (same formula, charge and spin) in eV: 0.329
Kohn-Sham gap in Eh: 0.377
Multiplicity: 1